A cluster of 2 separate species, C30H20F4NO in total. Source: OMol25; level of theory: ωB97M-V with the def2-TZVPD basis set.

The geometry in XYZ format:
```
56
Properties=species:S:1:pos:R:3:forces:R:3
F -0.698885 -4.233240 2.144820 0.6 1.3 0.8
C -0.119628 -3.118323 2.707667 -0.7 -0.7 -0.7
C 1.110010 -3.274707 3.339228 -0.2 0.6 0.1
C 1.680703 -2.110112 3.851360 1.1 -0.2 0.2
F 2.914748 -2.219909 4.454814 -1.6 0.3 -0.7
C 1.086631 -0.864834 3.742909 -0.4 0.4 0.1
C -0.197044 -0.715403 3.114500 0.5 -1.3 0.3
C -0.774552 0.592710 3.084748 0.1 0.5 -0.5
C -1.814499 1.164711 2.291998 -0.6 0.5 -0.6
C -1.941686 2.594635 2.283458 0.2 -0.2 0.7
C -3.010866 3.205932 1.659781 -0.2 1.2 -0.1
F -3.192553 4.563735 1.804204 0.5 -1.7 -0.3
C -3.953739 2.510106 0.903546 0.3 -0.2 0.7
C -3.823368 1.125193 0.911951 -0.6 -1.0 -0.4
F -4.810413 0.384757 0.304285 1.3 0.9 0.5
C -2.771707 0.448215 1.513405 -0.1 -0.1 0.2
C -0.780190 -1.903777 2.576822 0.2 0.2 0.1
H 1.592945 -4.242632 3.423919 -0.1 0.1 0.0
H 1.616771 0.011964 4.119172 -0.2 -0.3 0.0
H -0.258484 1.321536 3.724372 -0.2 -0.2 -0.3
H -1.205797 3.212491 2.803133 -0.4 -0.2 0.0
H -4.771899 3.007900 0.394040 0.1 -0.1 0.1
H -2.714040 -0.629261 1.395186 -0.3 0.4 0.0
H -1.733302 -1.881513 2.060466 0.3 -0.3 0.3
C -7.170518 2.343745 3.532646 0.2 0.0 0.1
C -6.122513 3.219249 3.860873 -0.2 -0.4 0.0
C -5.009025 2.733692 4.545975 -0.1 -0.1 -0.1
C -4.948015 1.386385 4.924562 -0.1 0.0 -0.2
C -3.728722 0.889821 5.646808 -0.1 -1.1 0.7
C -3.908813 -0.251510 6.465574 -1.5 1.3 -0.8
N -2.913174 -0.761764 7.267114 1.3 0.0 1.5
C -1.940395 0.056005 7.771113 -1.1 -0.5 -0.7
C -0.956517 -0.433528 8.606162 0.4 -0.8 0.3
C -0.911576 -1.780427 8.944241 0.4 0.9 0.1
C -1.909349 -2.651396 8.474727 -0.7 -0.4 -0.3
C -2.951664 -2.120221 7.657205 0.6 0.7 0.0
C -3.998190 -2.922870 7.203903 -0.6 -1.5 0.0
C -4.026812 -4.282224 7.530021 0.3 1.0 -0.2
C -2.976968 -4.845601 8.291019 0.3 0.1 0.2
C -1.946510 -4.050475 8.770880 -0.6 0.0 -0.4
O -2.627067 1.456316 5.482413 0.6 0.4 -0.5
C -6.001321 0.518199 4.598852 -0.1 0.3 -0.1
C -7.109104 0.990450 3.893614 0.1 0.2 0.0
H -8.040480 2.718927 2.998123 0.2 -0.1 0.1
H -6.170159 4.275730 3.582218 -0.1 -0.4 0.1
H -4.181590 3.399556 4.791858 -0.2 -0.2 0.0
H -4.926279 -0.564890 6.691648 0.5 -0.1 -0.1
H -2.004839 1.104987 7.481173 0.0 -0.5 0.0
H -0.237924 0.291447 8.976885 0.0 -0.3 0.0
H -0.108270 -2.145785 9.584820 -0.3 0.0 -0.2
H -4.796299 -2.512276 6.586427 0.4 -0.2 0.2
H -4.857933 -4.900623 7.179041 0.4 0.2 0.1
H -2.989729 -5.923230 8.493427 0.1 0.5 0.0
H -1.151805 -4.491324 9.369209 -0.1 0.2 -0.1
H -5.947463 -0.526248 4.910230 0.0 0.3 -0.3
H -7.917091 0.298754 3.629149 0.3 0.4 0.1
```
Forces are in eV/Å.

Results
HOMO-LUMO gap = 3.48 eV
Net charge = +1
E_LUMO = -6.19 eV
Max |F| = 2.10 eV/A
HOMO = -9.67 eV
Electronic energy = -1684.3365 Ha
Energy above the lowest of the compared OMol25 structures with the same formula, charge and spin = 83.42 kJ/mol

And the Löwdin charges, in e, turn out to be: number 1, F, carries 0.067; number 2, C, carries -0.201; number 3, C, carries 0.129; number 4, C, carries -0.205; number 5, F, carries 0.065; number 6, C, carries 0.083; number 7, C, carries -0.149; number 8, C, carries 0.150; number 9, C, carries -0.157; number 10, C, carries 0.087; number 11, C, carries -0.210; number 12, F, carries 0.067; number 13, C, carries 0.137; number 14, C, carries -0.198; number 15, F, carries 0.069; number 16, C, carries 0.093; number 17, C, carries 0.089; number 18, H, carries 0.153; number 19, H, carries 0.143; number 20, H, carries 0.141; number 21, H, carries 0.148; number 22, H, carries 0.155; number 23, H, carries 0.110; number 24, H, carries 0.110; number 25, C, carries -0.081; number 26, C, carries -0.080; number 27, C, carries -0.037; number 28, C, carries -0.157; number 29, C, carries -0.402; number 30, C, carries -0.071; number 31, N, carries 0.010; number 32, C, carries 0.010; number 33, C, carries -0.029; number 34, C, carries 0.003; number 35, C, carries -0.146; number 36, C, carries -0.104; number 37, C, carries -0.001; number 38, C, carries -0.039; number 39, C, carries -0.062; number 40, C, carries -0.008; number 41, O, carries -0.047; number 42, C, carries -0.040; number 43, C, carries -0.073; number 44, H, carries 0.103; number 45, H, carries 0.110; number 46, H, carries 0.118; number 47, H, carries 0.106; number 48, H, carries 0.134; number 49, H, carries 0.118; number 50, H, carries 0.126; number 51, H, carries 0.103; number 52, H, carries 0.116; number 53, H, carries 0.116; number 54, H, carries 0.120; number 55, H, carries 0.102; number 56, H, carries 0.110